Density functional theory data (the ωB97M-V functional and the def2-TZVPD basis) for one molecule with the formula C2H5NP2 at a distorted geometry.

## Properties
Kohn-Sham gap, eV: 8.55
Net charge: 0
LUMO energy, eV: -0.45
Largest force on an atom, eV/Å: 4.822
ΔE to the lowest compared entry with this formula, charge and spin, kJ/mol: 223.3
Structure (SMILES): [H]/P=C/P=N/C
Electronic energy, eV: -22219.272

Last column: Löwdin charge in e.
Atoms and positions in Å:
H: 1.00041 3.23659 -2.35763  -0.13
P: 0.95252 2.97881 -0.89828  0.65
C: -0.09869 1.73926 -0.97139  -0.79
P: -0.27615 0.70030 0.84548  0.81
N: -0.36527 -0.76738 0.30249  -0.44
C: -0.23410 -2.00272 1.13624  -0.26
H: -0.45928 1.39586 -1.93598  -0.03
H: -1.06619 -2.74172 0.75946  0.10
H: -0.27915 -2.03515 2.15694  0.00
H: 0.82588 -2.50384 0.96267  0.10

Atomic forces in eV per Å
H 0.036 -0.007 1.021
P 0.741 1.132 -0.917
C -0.616 -1.903 2.099
P 0.114 0.433 -2.726
N 0.586 -0.465 1.328
C 0.387 -2.055 -4.345
H -0.345 -0.462 0.385
H 1.782 1.242 0.566
H -0.526 1.069 2.908
H -2.160 1.016 -0.319

=====

Density functional theory data (the ωB97M-V functional and the def2-TZVPD basis) for a 6-piece molecular cluster, C4H18NO7 overall at a distorted geometry.

## Properties
Kohn-Sham gap, eV: 9.04
Net charge: -1
LUMO energy, eV: 3.25
Largest force on an atom, eV/Å: 1.420
ΔE to the lowest compared entry with this formula, charge and spin, kJ/mol: 0.0
Electronic energy, eV: -20265.709

Last column: Löwdin charge in e.
Atoms and positions in Å:
C: 1.45065 0.47996 -2.24649  -0.12
N: 1.19205 -0.91929 -2.03858  -0.10
C: 2.25467 -1.05356 0.28067  -0.04
C: 1.05552 -1.32202 -0.66089  -0.30
C: -0.27575 -0.68977 -0.10692  -0.58
O: -1.33485 -1.17446 -0.54255  -0.02
O: -0.20328 0.16357 0.82408  -0.08
H: 2.19480 0.90991 -1.58511  0.07
H: 0.50703 1.03176 -2.20367  0.08
H: 1.70529 0.59232 -3.30450  0.08
H: 1.73628 -1.55998 -2.59042  0.10
H: 1.96532 -0.39790 1.09010  0.05
H: 2.54607 -1.98513 0.76243  0.07
H: 3.06112 -0.50642 -0.20900  0.06
H: 0.81244 -2.37736 -0.55567  0.13
H: -0.61608 1.63551 3.10315  0.05
H: 0.37420 0.97775 2.33586  0.00
O: 0.35246 1.56136 3.11408  -0.08
H: -1.69202 0.71278 1.06615  -0.01
H: -3.06409 1.14232 0.54991  0.04
O: -2.59278 1.03776 1.38225  -0.11
H: -2.19104 -1.18081 -2.09778  -0.01
H: -1.35503 -1.48736 -3.29136  0.00
O: -2.23379 -1.16191 -3.07469  -0.11
H: 0.41867 3.00658 0.68368  0.01
H: 1.12081 3.01297 2.03930  0.00
O: 0.93528 3.57182 1.26364  -0.09
H: -2.50158 -1.81061 1.45064  0.01
H: -2.89570 -0.62904 2.19696  -0.01
O: -2.72667 -1.58077 2.36474  -0.10

Atomic forces in eV per Å
C -0.699 -0.192 -1.221
N -0.285 -0.747 0.094
C -0.403 0.312 -0.053
C -0.555 0.539 1.190
C 0.212 -0.577 0.574
O -0.035 0.161 0.035
O 0.197 0.226 -0.536
H 0.211 0.257 0.059
H 0.042 0.118 0.568
H 0.519 0.150 0.166
H 0.324 0.188 0.050
H -0.279 0.168 0.190
H 0.521 0.002 -0.257
H 0.278 -0.531 -0.145
H 0.092 -0.179 -0.652
H 0.112 0.462 0.545
H 0.646 -0.362 -0.212
O -0.704 -0.287 -0.171
H -0.270 0.022 0.411
H -0.177 0.007 0.075
O 0.235 0.174 -0.298
H 0.155 0.097 -0.169
H 0.101 0.091 -0.009
O -0.202 -0.117 -0.065
H -0.057 -0.177 0.072
H -0.438 0.041 -0.216
O 0.414 0.278 0.001
H 0.202 -0.330 0.106
H 0.086 -0.180 0.413
O -0.246 0.384 -0.545

=====

Density functional theory data (the ωB97M-V functional and the def2-TZVPD basis) for a 8-piece molecular cluster, C12H40N2O8 overall at a distorted geometry.

## Properties
Kohn-Sham gap, eV: 9.03
Net charge: 0
LUMO energy, eV: -0.24
Largest force on an atom, eV/Å: 9.431
ΔE to the lowest compared entry with this formula, charge and spin, kJ/mol: 203.2
Structure (SMILES): NC(N)=O.CCO.CCO.CCO.CCO.CO.CO.CO
Electronic energy, eV: -32448.604

Last column: Löwdin charge in e.
Atoms and positions in Å:
N: -1.04094 2.83524 1.84660  0.18
C: -1.72194 3.30524 0.86260  -0.59
N: -1.98094 4.55624 0.79160  0.17
O: -2.34294 2.36324 0.00560  -0.13
H: -0.82294 1.86824 1.81060  0.06
H: -0.36294 3.53724 2.26160  0.16
H: -2.45494 4.91124 -0.12540  0.19
H: -1.67694 5.25124 1.51260  0.15
C: 1.57306 -4.13976 -1.06940  -0.08
C: 0.49706 -3.13076 -0.64340  -0.28
O: 1.10706 -1.85276 -0.98140  -0.12
H: 2.61906 -3.85376 -1.32740  0.09
H: 1.24006 -4.74876 -1.85440  0.04
H: 1.81206 -4.67476 -0.15140  0.06
H: 0.28306 -3.17876 0.38460  0.07
H: -0.44594 -3.27976 -1.21940  0.12
H: 0.43206 -1.18076 -0.77240  0.03
C: -0.98394 -0.87076 -3.50940  -0.07
C: -1.92194 -0.80876 -4.74640  -0.31
O: -1.21594 -1.36776 -5.84540  -0.11
H: -1.38694 -0.29876 -2.70240  0.03
H: -0.00994 -0.41376 -3.75240  0.08
H: -0.86194 -1.93376 -3.36440  0.07
H: -2.21694 0.20024 -5.03340  0.09
H: -2.87994 -1.42976 -4.64540  0.14
H: -0.36294 -0.93976 -5.98440  0.08
C: 2.25806 -1.66576 2.98960  -0.09
C: 3.33406 -2.37076 2.13160  -0.29
O: 4.59006 -1.62076 2.19560  -0.08
H: 2.04306 -0.69276 2.44960  0.07
H: 2.76406 -1.32876 3.94960  0.09
H: 1.35806 -2.17776 3.13560  0.04
H: 2.93706 -2.56176 1.10260  0.10
H: 3.38606 -3.34976 2.58460  0.09
H: 5.23806 -2.19376 1.76660  0.08
C: 1.46606 1.65424 -1.36140  -0.06
C: 2.01806 2.02224 0.03160  -0.32
O: 3.13306 2.76724 -0.30240  -0.06
H: 0.44606 1.34424 -1.30240  0.04
H: 2.12806 0.90324 -1.76840  0.08
H: 1.49506 2.42924 -2.05940  0.06
H: 2.32606 1.18524 0.64460  0.11
H: 1.19706 2.56824 0.51360  0.09
H: 3.41706 3.14324 0.53960  0.09
C: 0.07506 0.06724 5.00460  -0.19
O: 0.16906 1.16124 4.16960  -0.13
H: -0.52094 0.25024 5.86760  0.07
H: 1.07406 -0.16076 5.35260  0.07
H: -0.40094 -0.80576 4.56760  0.08
H: 0.02206 2.00624 4.65760  0.10
C: -3.98794 1.14424 -2.61940  -0.19
O: -4.54794 2.23024 -1.94140  -0.16
H: -4.82694 0.73124 -3.13740  0.07
H: -3.60794 0.38724 -1.89740  0.08
H: -3.25494 1.54924 -3.34040  0.08
H: -3.90594 2.56724 -1.26640  0.04
C: -1.05994 -0.58576 1.12560  -0.13
O: -1.31794 -0.09776 -0.22740  -0.13
H: -1.02894 -1.64576 1.36060  0.08
H: -1.64894 -0.16376 1.93760  0.08
H: -0.12494 -0.23976 1.51260  0.04
H: -1.51394 0.82424 -0.11440  -0.02

Atomic forces in eV per Å
N 2.979 1.610 2.716
C -4.651 -6.514 -4.988
N -1.419 5.167 -2.307
O 2.903 4.530 3.235
H 0.429 -0.669 0.417
H -0.989 -1.897 -0.368
H 1.213 -0.919 2.668
H -0.450 -1.097 -1.259
C 0.898 0.007 1.922
C 1.680 1.147 -3.029
O -1.328 0.016 0.693
H -1.100 1.071 -0.140
H -0.472 -1.217 -0.847
H -0.304 -1.013 -0.167
H -0.223 -0.129 1.456
H 0.560 0.100 0.352
H 0.289 0.087 -0.322
C -0.685 0.363 -1.775
C 0.179 -0.350 0.109
O -0.186 -0.670 -0.745
H -0.294 -0.171 0.878
H -0.286 -0.242 -0.069
H 0.284 -0.137 0.777
H -0.140 0.223 0.345
H 1.437 0.812 0.082
H -0.264 0.120 0.330
C 3.033 3.360 -0.802
C -1.045 0.077 0.311
O -1.429 -1.115 -0.287
H -0.114 -0.905 0.680
H -0.832 -0.709 -0.891
H -1.122 -1.048 0.241
H 0.615 0.647 0.491
H 0.875 -0.559 0.134
H 0.024 0.262 0.058
C 0.472 -1.706 1.580
C -1.643 -0.314 -2.147
O 1.151 1.514 1.186
H -0.603 -0.727 -0.044
H -0.193 -0.607 -0.205
H 0.202 1.832 -0.637
H -0.334 -0.575 0.095
H 0.443 0.358 0.417
H 0.614 0.192 -0.318
C 0.468 -0.756 1.087
O -0.562 2.234 -1.014
H -0.569 0.422 0.881
H 0.225 -0.605 0.145
H 0.219 0.047 -0.698
H 0.160 -1.316 -0.445
C 0.353 0.265 0.465
O 0.190 1.382 1.505
H -0.280 -0.623 -0.676
H 0.218 0.380 -0.703
H 0.102 -0.794 0.232
H -0.510 -0.641 -0.695
C 0.109 1.076 0.347
O 0.725 -2.963 1.824
H -0.433 -0.315 -1.155
H -1.307 0.188 -0.436
H 1.489 0.232 -0.384
H -0.772 1.583 -0.105

=====

Density functional theory data (the ωB97M-V functional and the def2-TZVPD basis) for one molecule with the formula C7H11B at a distorted geometry.

## Properties
Kohn-Sham gap (alpha / beta), eV: 8.30 / 6.48
Net charge: 0
LUMO energy (alpha / beta), eV: -0.27 / -0.69
Largest force on an atom, eV/Å: 3.664
ΔE to the lowest compared entry with this formula, charge and spin, kJ/mol: 41.2
Electronic energy, eV: -8110.834

Last column: Löwdin charge in e.
Atoms and positions in Å:
B: -1.95119 -0.51735 -0.01038  -0.26
C: 0.34327 0.47012 -0.09833  -0.24
C: 0.53085 -0.90806 -0.06016  -0.30
C: -1.05081 0.83147 -0.32695  -0.13
C: -3.45084 -0.15071 0.17730  0.11
C: -0.66142 -1.60266 -0.06106  0.08
C: 1.37320 1.51018 0.16361  -0.03
C: 1.86530 -1.59124 0.01799  -0.04
H: -1.24905 0.91598 -1.39754  0.13
H: -1.31841 1.79046 0.11754  0.11
H: -4.17462 -0.75466 0.69841  0.01
H: -3.79222 0.83674 -0.07915  0.02
H: -0.69345 -2.68025 -0.13905  0.07
H: 2.38168 1.10815 0.16362  0.07
H: 1.18694 1.97072 1.13580  0.09
H: 1.31068 2.29863 -0.58798  0.09
H: 2.57842 -1.00716 0.59608  0.07
H: 2.27899 -1.74250 -0.97880  0.09
H: 1.76111 -2.56695 0.48776  0.08

Atomic forces in eV per Å
B 1.356 0.447 -0.400
C 0.062 0.088 -0.045
C 0.294 0.018 0.094
C -0.280 -0.184 0.550
C 1.979 -1.576 0.025
C -3.442 1.241 0.204
C 0.056 -0.135 -0.197
C -0.033 0.020 -0.031
H -0.033 0.014 -0.351
H -0.113 0.037 0.028
H -0.225 -0.174 0.062
H -0.019 0.244 -0.147
H 0.064 -0.137 0.099
H 0.109 0.014 0.025
H -0.009 0.080 0.070
H 0.024 0.065 0.036
H 0.071 -0.028 0.014
H 0.093 -0.001 -0.047
H 0.045 -0.032 0.012

=====

Density functional theory data (the ωB97M-V functional and the def2-TZVPD basis) for a 2-piece molecular cluster, C6H17NO overall at a distorted geometry.

## Properties
Kohn-Sham gap, eV: 10.10
Net charge: 0
LUMO energy, eV: 0.90
Largest force on an atom, eV/Å: 2.603
ΔE to the lowest compared entry with this formula, charge and spin, kJ/mol: 154.9
Structure (SMILES): CC(C)C[C@H](C)N.O
Electronic energy, eV: -10033.977

Last column: Löwdin charge in e.
Atoms and positions in Å:
C: -1.64051 1.51288 -1.31447  -0.05
C: -1.01552 0.86633 0.03494  -0.39
C: -1.46943 1.68529 1.25453  -0.08
C: 0.48588 0.71062 -0.10541  -0.16
C: 1.12803 -0.69376 0.15882  -0.46
C: 0.81060 -1.29692 1.52287  -0.05
N: 2.53984 -0.72764 -0.20384  0.04
H: -2.69708 1.46504 -1.47331  0.05
H: -1.11016 1.10005 -2.17955  0.07
H: -1.59921 2.60776 -1.25648  0.07
H: -1.25106 -0.16686 0.26955  0.11
H: -2.00068 2.60438 0.92244  0.08
H: -0.65992 1.95712 1.92647  0.07
H: -2.19316 1.05721 1.77835  0.07
H: 0.83273 1.39699 0.68110  0.11
H: 0.99094 0.94252 -1.05951  0.11
H: 0.62641 -1.35638 -0.55894  0.08
H: 0.99124 -2.33282 1.38970  0.06
H: -0.12510 -1.03381 2.01464  0.08
H: 1.56279 -1.01997 2.30605  0.09
H: 2.85727 0.02440 -0.78309  0.06
H: 3.09792 -0.89653 0.66579  0.09
O: -0.01282 -2.71208 -2.44456  -0.08
H: 0.45480 -2.40882 -1.61333  0.02
H: -0.60380 -3.28502 -1.93278  0.04

Atomic forces in eV per Å
C 0.957 -0.563 1.258
C -0.559 0.447 -1.736
C -0.743 0.065 -0.543
C 2.027 0.341 0.830
C -1.481 0.964 -0.528
C 1.877 0.936 0.911
N 0.197 -1.284 2.256
H -0.876 -1.094 0.193
H -0.235 0.345 0.066
H 1.071 -0.107 -0.029
H -1.239 -0.227 -0.670
H 0.420 -0.479 0.388
H 0.038 0.002 0.098
H -0.013 0.372 0.343
H 0.947 -0.103 -0.442
H -0.874 0.689 0.114
H -0.258 0.316 0.222
H -0.491 -1.321 0.345
H -0.304 -0.271 -0.662
H -0.256 0.201 -0.689
H 0.172 0.374 0.145
H -0.334 0.678 -1.518
O 0.404 0.007 2.347
H 0.043 0.025 -1.828
H -0.489 -0.313 -0.871

=====

Density functional theory data (the ωB97M-V functional and the def2-TZVPD basis) for a 2-piece molecular cluster, C19H15F4N2O overall at a distorted geometry.

## Properties
Kohn-Sham gap, eV: 5.20
Net charge: +1
LUMO energy, eV: -6.60
Largest force on an atom, eV/Å: 4.030
ΔE to the lowest compared entry with this formula, charge and spin, kJ/mol: 0.0
Electronic energy, eV: -35834.471

Last column: Löwdin charge in e.
Atoms and positions in Å:
O: -2.81370 -0.30714 0.03960  0.04
C: -2.16947 -0.45067 1.08036  -0.38
C: -2.23284 -1.76667 1.84837  -0.10
C: -1.49838 -1.78830 3.19326  -0.18
C: -0.19981 -0.97137 3.17208  -0.18
C: -0.45884 0.49344 2.78217  -0.15
C: -1.31161 0.59719 1.57553  -0.19
N: -1.31774 1.75950 0.85200  0.02
N: -1.25493 2.74308 0.26245  0.29
H: -3.29958 -2.00262 1.98484  0.14
H: -1.83312 -2.55501 1.18710  0.12
H: -2.16836 -1.39289 3.96846  0.12
H: -1.27985 -2.82799 3.46753  0.12
H: 0.29007 -1.00464 4.15361  0.12
H: 0.49870 -1.41213 2.44499  0.10
H: -0.94484 1.03412 3.61778  0.13
H: 0.49405 1.01498 2.58101  0.11
F: -1.62313 1.78779 -4.62983  0.07
C: -1.46868 0.73069 -3.76028  -0.19
C: -2.32022 -0.36437 -3.90238  0.15
C: -2.06682 -1.45786 -3.06691  -0.20
F: -2.84557 -2.58171 -3.21188  0.08
C: -1.06171 -1.46284 -2.12322  0.08
C: -0.20456 -0.32277 -1.97671  -0.17
C: 0.81681 -0.43348 -1.00306  0.12
C: 1.90751 0.41640 -0.69761  -0.17
C: 2.75701 -0.01673 0.37511  0.08
C: 3.84257 0.75133 0.74808  -0.20
F: 4.62822 0.31864 1.79250  0.07
C: 4.18450 1.94977 0.11570  0.14
C: 3.35916 2.34855 -0.93735  -0.19
F: 3.67820 3.51092 -1.60503  0.07
C: 2.25341 1.63038 -1.36918  0.09
C: -0.46349 0.81057 -2.80656  0.09
H: -3.12212 -0.37924 -4.63463  0.16
H: -0.91350 -2.33053 -1.47772  0.14
H: 0.79435 -1.36479 -0.43005  0.14
H: 2.54713 -0.96376 0.87800  0.14
H: 5.05049 2.53280 0.41734  0.16
H: 1.68513 1.98724 -2.22253  0.11
H: 0.08556 1.74010 -2.68294  0.11

Atomic forces in eV per Å
O 0.300 -0.144 0.312
C -0.667 -0.029 -0.899
C 0.066 -0.013 0.020
C -0.005 0.072 0.183
C -0.179 0.079 -0.169
C 0.553 0.677 0.849
C -0.136 1.018 -1.431
N 0.401 1.543 -0.870
N -0.323 -3.493 1.984
H 0.326 0.077 -0.144
H -0.116 0.315 0.053
H 0.202 -0.018 -0.074
H -0.073 0.244 -0.002
H -0.103 0.027 -0.265
H -0.080 0.007 0.090
H 0.288 -0.285 -0.164
H -0.201 -0.190 0.250
F 0.057 -1.302 1.249
C 0.327 1.222 -0.519
C 0.516 -0.449 0.482
C -0.865 -0.879 -0.396
F 0.966 1.504 0.257
C 0.326 0.189 0.301
C -0.843 -0.140 -0.269
C -0.384 -0.028 -0.439
C 1.219 0.648 0.570
C -0.425 0.018 -0.382
C 0.795 -0.226 0.955
F -0.991 0.547 -1.359
C -0.506 -0.437 -0.072
C 0.126 0.957 -0.821
F -0.426 -1.538 0.915
C -0.012 -0.253 0.299
C -0.191 -0.137 -0.094
H 0.148 0.007 0.099
H -0.131 0.197 -0.314
H -0.020 0.245 -0.112
H 0.150 0.379 -0.044
H -0.161 -0.109 -0.053
H 0.517 0.029 0.330
H -0.447 -0.331 -0.304

=====

Density functional theory data (the ωB97M-V functional and the def2-TZVPD basis) for a 2-piece molecular cluster, C6H10 overall.

## Properties
Kohn-Sham gap, eV: 10.78
Net charge: 0
LUMO energy, eV: 1.23
Largest force on an atom, eV/Å: 0.629
ΔE to the lowest compared entry with this formula, charge and spin, kJ/mol: 259.4
Structure (SMILES): C=CCC.C#C
Electronic energy, eV: -6381.171

Last column: Löwdin charge in e.
Atoms and positions in Å:
C: 1.35615 -1.48596 -0.24179  -0.03
C: 0.02622 -1.48280 -0.22340  -0.21
C: -0.81170 -0.80341 0.82356  -0.27
C: -1.71233 0.26653 0.19788  -0.12
H: 1.92892 -1.01583 0.55851  0.06
H: 1.91894 -1.95741 -1.04428  0.05
H: -0.51821 -1.96357 -1.03932  0.10
H: -0.14978 -0.35050 1.57200  0.10
H: -1.43246 -1.54234 1.34923  0.11
H: -1.12364 0.89223 -0.47973  0.04
H: -2.15995 0.90742 0.96511  0.07
H: -2.52507 -0.18434 -0.38192  0.07
C: 0.86838 2.57673 -0.37891  -0.01
C: 1.74782 1.80199 -0.64878  0.00
H: 0.06787 3.23908 -0.13890  0.02
H: 2.51885 1.10219 -0.88924  0.02

Atomic forces in eV per Å
C -0.150 -0.070 0.057
C 0.182 -0.028 -0.024
C 0.059 -0.033 0.048
C -0.040 0.054 -0.059
H -0.121 -0.080 -0.156
H -0.112 0.034 0.138
H 0.085 0.070 0.118
H -0.088 -0.055 -0.125
H 0.114 0.094 -0.078
H -0.149 -0.055 0.127
H 0.036 -0.109 -0.112
H 0.112 0.031 0.072
C 0.473 -0.394 -0.128
C -0.373 0.394 0.113
H 0.128 -0.029 -0.026
H -0.156 0.176 0.034

=====

Question: electronic energy of number 7 (C6H10)?
Answer: -6381.171 eV

=====

Question: Which value of ΔE to the lowest compared entry with this formula, charge and spin does entry 5 give?
Answer: 154.9 kJ/mol

=====

Question: The highest net charge belongs to which entry?
Answer: C19H15F4N2O